Here is a structure of composition C51H36N11O2S2SeSr from OMol25. Energies are from the ωB97M-V functional and the def2-TZVPD basis.

Calculated values
F_max: 3.8 eV/Å
Kohn-Sham gap: 4.480 eV
Relative energy (zero: lowest compared OMol25 entry of this formula, charge and spin): 0.0 kcal per mole
Molecular weight: 1065.64 g mol⁻¹

```
! RIJCOSX wB97M-V def2-TZVPD def2/J DEFGRID3
* xyz 1 1
Sr -1.2593 -0.2680 0.8041
C -2.8758 4.3695 2.0836
C -2.6670 3.0229 1.7975
N -1.4637 2.4807 1.5917
C -0.3837 3.2591 1.8371
C -0.4918 4.6992 2.0545
C -1.7726 5.2248 2.1780
C 0.6822 5.4454 2.4077
C 1.9096 4.7979 2.2666
C 1.9987 3.4865 1.7935
C 0.9020 2.6037 1.8041
N 0.9508 1.2190 1.8170
C 1.8884 0.5174 2.5337
C 2.7433 1.0232 3.5346
C 3.7199 0.1935 4.1222
C 3.9677 -1.1269 3.7443
C 3.1522 -1.6619 2.7082
C 3.2815 -2.9880 2.3213
C 2.4841 -3.4630 1.2788
C 1.3687 -2.6911 0.8815
N 1.1148 -1.4847 1.3480
C 2.0843 -0.8859 2.1572
H -3.9105 4.8489 2.1420
H -3.5134 2.3532 1.7303
H -1.8571 6.2677 2.4611
H 0.5619 6.5197 2.6589
H 2.7991 5.4923 2.4195
H 2.9846 3.0466 1.5400
H 2.6540 2.0592 3.8305
H 4.2740 0.6757 4.9405
H 4.7593 -1.7387 4.1418
H 3.9344 -3.7151 2.8380
H 2.5839 -4.5046 0.8790
H 0.6652 -3.0947 0.1078
O 3.2390 4.3391 -4.1629
C 1.9094 4.5968 -4.0888
O 1.4545 5.5320 -4.6905
C 1.0500 3.6601 -3.3185
C -0.3043 4.0478 -3.1484
C -1.2173 3.2788 -2.4507
C -0.8334 2.0189 -2.0468
C 0.4944 1.6858 -2.0820
C 1.4411 2.4240 -2.8216
N -1.7456 1.0970 -1.6016
C -2.9974 1.1005 -1.9797
C -4.0393 0.3824 -1.3484
C -5.3699 0.4836 -1.7185
C -6.3611 -0.1600 -0.9109
C -5.9231 -0.9671 0.1470
C -4.5722 -1.0049 0.4059
N -3.6088 -0.4076 -0.3193
H 3.6064 3.6117 -3.6085
H -0.5948 4.9802 -3.6013
H -2.2442 3.5744 -2.3005
H 0.7830 0.7229 -1.6540
H 2.4060 1.9740 -3.0539
H -3.4198 1.7193 -2.8278
H -5.7016 1.0559 -2.5833
H -7.4533 -0.0232 -1.1776
H -6.6171 -1.6563 0.6603
H -4.3009 -1.5978 1.2717
C -1.0858 0.8243 4.8371
C -1.6605 -0.5212 4.6490
N -1.7757 -1.0764 3.4837
C -2.1937 -2.3873 3.6614
C -2.5041 -2.7460 4.9643
S -2.1847 -1.4757 6.0794
C -2.3300 -3.3643 2.6090
C -2.6291 -4.6968 2.9098
S -2.9692 -5.6463 1.5240
C -2.5892 -4.1738 0.5830
N -2.3059 -3.0896 1.2287
C -2.5782 -4.3317 -0.9241
H -0.5970 1.0986 3.8545
H -0.3653 0.7865 5.6396
H -1.9136 1.5080 5.0153
H -2.9881 -3.6882 5.2949
H -2.6734 -5.1462 3.9310
H -1.5423 -4.0950 -1.2558
H -3.3056 -3.6288 -1.3551
H -2.8083 -5.3863 -1.2235
Se 4.1790 -3.0477 -6.9523
N 2.5437 -3.0258 -6.3278
C 2.5642 -2.4971 -5.0718
C 1.3689 -2.3844 -4.2893
C 0.0996 -2.8413 -4.7409
C -0.9869 -2.6738 -3.9216
C -0.7473 -1.9081 -2.7427
N 0.3970 -1.4383 -2.2145
C 1.5049 -1.6624 -3.0205
C 2.7972 -1.2449 -2.5159
N 2.8337 -0.5965 -1.3353
C 4.0202 -0.2939 -0.8604
C 5.2626 -0.6215 -1.4338
C 5.2234 -1.2454 -2.6718
C 3.9983 -1.5592 -3.2409
C 3.9062 -2.1151 -4.5811
N 4.9033 -2.3023 -5.4200
H 0.1412 -3.4238 -5.6322
H -1.9981 -3.0682 -4.0739
H -1.6353 -1.6472 -2.1581
H 3.9831 0.2534 0.0800
H 6.1613 -0.3012 -0.9723
H 6.1303 -1.5714 -3.1531
*
```

=====

Here is a structure of composition C40H43AsBr2N5O2Tl from OMol25. Energies are from the ωB97M-V functional and the def2-TZVPD basis.

Calculated values
F_max: 1.1 eV/Å
Kohn-Sham gap: 6.399 eV
Relative energy (zero: lowest compared OMol25 entry of this formula, charge and spin): 10.6 kcal per mole
Molecular weight: 1064.93 g mol⁻¹

```
! RIJCOSX wB97M-V def2-TZVPD def2/J DEFGRID3
* xyz 0 1
Tl -0.3291 0.1636 -1.6878
Br -5.7555 0.7178 -1.9702
C -4.6395 0.4498 -3.4846
C -5.2218 0.3502 -4.7423
C -4.4328 0.1554 -5.8466
Br -5.2763 0.0329 -7.5554
C -3.0351 0.0403 -5.7261
C -2.1583 -0.1768 -6.8113
C -0.8146 -0.3027 -6.5919
C -0.3354 -0.2027 -5.2779
N -1.1178 0.0146 -4.2496
C -2.4509 0.1362 -4.4295
C -3.2567 0.3596 -3.2393
O -2.7586 0.4607 -2.0725
H -6.2948 0.4240 -4.8483
H -2.5635 -0.2464 -7.8112
H -0.1285 -0.4752 -7.4097
H 0.7247 -0.3054 -5.0645
C 1.6880 -4.0777 -2.0068
As -0.0966 -3.2444 -1.9938
C -0.3555 -3.3755 -0.0505
C -1.2236 -4.7912 -2.5849
C -0.9829 -6.0646 -1.8481
C 0.0029 -6.9547 -2.2746
C 0.2805 -8.1081 -1.5579
C -0.4348 -8.4000 -0.4055
C -1.4352 -7.5366 0.0160
C -1.7035 -6.3773 -0.6961
H 1.6938 -5.0403 -1.4965
H 2.3831 -3.4072 -1.5001
H 2.0335 -4.2119 -3.0319
H -0.2168 -4.3968 0.3038
H -1.3570 -3.0396 0.2227
H 0.3686 -2.7293 0.4488
H -1.0282 -4.9133 -3.6510
H -2.2533 -4.4504 -2.4689
H 0.5489 -6.7375 -3.1856
H 1.0564 -8.7815 -1.8995
H -0.2171 -9.2995 0.1555
H -2.0105 -7.7678 0.9035
H -2.4888 -5.7081 -0.3635
C 4.9547 1.6398 -1.1277
C 4.1612 2.3186 -0.0641
C 4.6694 3.1492 1.0380
C 4.1420 2.9544 2.4064
C 5.0598 3.3308 3.5282
C 2.9467 2.3957 2.6214
C 2.0869 1.9049 1.5472
C 2.6477 2.0895 0.1346
N 0.8944 1.4743 1.6146
C 0.0301 1.5036 2.7929
C 0.5035 0.6246 3.9652
C -0.4947 0.7154 5.1251
C -1.8611 0.1984 4.6745
C -2.3537 1.0466 3.5009
C -2.5014 2.5030 3.9448
C -1.1437 3.0265 4.4184
C -0.6235 2.1727 5.5787
C -0.1424 2.9612 3.2627
C -1.3460 0.9742 2.3532
H 5.8751 2.1888 -1.3226
H 4.3728 1.5932 -2.0496
H 5.2071 0.6226 -0.8250
H 5.7123 3.4365 0.9866
H 6.0726 2.9861 3.3108
H 4.7346 2.8909 4.4689
H 5.1052 4.4157 3.6490
H 2.6303 2.2625 3.6446
H 2.1611 1.4406 -0.5834
H 1.4884 0.9253 4.3208
H 0.5881 -0.4103 3.6176
H -0.1245 0.1066 5.9553
H -2.5749 0.2578 5.5011
H -1.7829 -0.8519 4.3778
H -3.3187 0.6686 3.1535
H -3.2397 2.5786 4.7480
H -2.8618 3.1093 3.1084
H -1.2462 4.0659 4.7439
H -1.3057 2.2391 6.4307
H 0.3513 2.5502 5.9049
H 0.8235 3.3690 3.5738
H -0.4944 3.5574 2.4151
H -1.7076 1.5645 1.5047
H -1.2395 -0.0633 2.0204
N -0.8412 4.5361 -0.6147
C 0.2484 3.8191 -0.9500
O 0.1703 2.8005 -1.6300
C 1.5677 4.3847 -0.5032
C 2.5662 3.5719 -0.1312
N 3.9533 3.8290 -0.0795
C 1.7466 5.7942 -0.5605
N 1.8283 6.9420 -0.5795
H -1.7321 4.2109 -0.9542
H -0.7712 5.4419 -0.1838
*
```

=====

Here is a structure of composition C2H6GaO3 from OMol25. Energies are from the ωB97M-V functional and the def2-TZVPD basis.

Calculated values
F_max: 5.1 eV/Å
Kohn-Sham gap (spin up / spin down): 10.923 / 6.776 eV
Relative energy (zero: lowest compared OMol25 entry of this formula, charge and spin): 0.0 kcal per mole
Molecular weight: 147.79 g mol⁻¹
⟨S²⟩: 0.752

```
! RIJCOSX wB97M-V def2-TZVPD def2/J DEFGRID3
* xyz 2 2
C -0.7679 -1.5169 0.1383
O 0.2615 -0.5979 -0.2275
C -0.0664 0.7449 -0.2568
O 1.1096 1.2789 -0.7540
Ga 1.9390 -0.3690 -1.4195
H -1.0832 -1.3109 1.1673
H -1.6165 -1.4217 -0.5513
H -0.3299 -2.5130 0.0367
H -0.9906 1.0155 -0.7834
O -0.1736 1.4680 1.0587
H 0.4743 1.0944 1.6704
H 1.2437 2.1277 -0.0790
*
```

=====

Here is a cluster of 2 separate species, C3H10NOS in total from OMol25. Energies are from the ωB97M-V functional and the def2-TZVPD basis.

Calculated values
F_max: 4.4 eV/Å
Kohn-Sham gap: 7.006 eV
Relative energy (zero: lowest compared OMol25 entry of this formula, charge and spin): 17.0 kcal per mole
Molecular weight: 108.19 g mol⁻¹

```
! RIJCOSX wB97M-V def2-TZVPD def2/J DEFGRID3
* xyz -1 1
C -1.2074 -0.4362 0.8677
C -0.6638 0.9983 0.5204
C -0.0725 0.7877 -0.9191
S 1.6335 0.2131 -0.8391
N 0.1518 1.2794 1.7268
H -2.0460 -0.7301 0.2046
H -0.3900 -1.1309 0.7488
H -1.4996 -0.3618 1.9424
H -1.4524 1.7629 0.4829
H -0.0246 1.8898 -1.4293
H -0.7098 0.2161 -1.5928
H 0.0692 2.3133 1.8429
H 1.1394 1.0920 1.4124
H 1.9180 -1.9576 -1.9426
H 1.4943 -3.0336 -1.0411
O 1.6599 -2.9023 -1.9847
*
```